Entry A
Density functional theory data (ωB97M-V/def2-TZVPD) for an isolated molecule of C4H3NOS.

Last column: natural (NBO) charge in e.
Cartesian coordinates (Å):
1 C -0.85456 -2.40903 1.12922  -0.089
2 C -0.41558 -1.24291 0.81709  -0.180
3 C 0.37271 -0.16839 1.06243  0.323
4 O 0.82692 0.12106 2.16282  -0.491
5 S 0.38679 1.09507 -0.27632  0.421
6 N -0.22337 0.16045 -1.50973  -0.560
7 C -0.47275 0.75326 -2.64746  -0.053
8 H -1.58384 -3.33399 1.70113  0.307
9 H -0.87813 0.16669 -3.31188  0.165
10 H -0.55744 1.95695 -2.87031  0.157

Results
Orbital gap in eV: 8.75
HOMO in eV: -9.315
Structure (SMILES): C#CC(=O)SN=C



Entry B
Density functional theory data (ωB97M-V/def2-TZVPD) for an isolated molecule of C4H3NOS.

Last column: natural (NBO) charge in e.
Cartesian coordinates (Å):
1 C 1.85182 -0.86824 -0.05954  -0.245
2 C 0.56809 -0.62861 0.06964  -0.305
3 C 0.08537 0.85708 -0.03628  0.664
4 O 0.84058 1.82436 0.01924  -0.506
5 N -1.37374 1.05436 0.00188  -0.516
6 C -2.43350 0.54785 -0.04547  0.248
7 S -3.87570 -0.01597 0.00466  0.040
8 H 2.57576 0.13646 0.01511  0.236
9 H 2.15667 -1.70261 0.03025  0.160
10 H -0.39535 -1.20468 0.00051  0.224

Results
Orbital gap in eV: 9.40
HOMO in eV: -9.956
Structure (SMILES): C=CC(=O)N=C=S



Entry C
Density functional theory data (ωB97M-V/def2-TZVPD) for an isolated molecule of C4H3NOS.

Last column: natural (NBO) charge in e.
Cartesian coordinates (Å):
1 N 0.94348 1.36887 -2.79861  -0.282
2 C 0.22669 0.68163 -2.16410  0.244
3 C -0.64393 -0.09860 -1.33950  -0.387
4 C -0.48084 -0.31684 -0.03348  0.181
5 O 0.44857 0.37766 0.65555  -0.453
6 C 0.52096 0.03907 1.94980  0.011
7 S 1.80681 0.29312 2.87029  0.052
8 H -1.45194 -0.68474 -1.90073  0.259
9 H -1.06769 -1.13934 0.46636  0.206
10 H -0.30212 -0.52083 2.29440  0.167

Results
Orbital gap in eV: 9.08
HOMO in eV: -9.590
Structure (SMILES): N#C/C=C\OC=S



Entry D
Density functional theory data (ωB97M-V/def2-TZVPD) for an isolated molecule of C4H3NOS.

Last column: natural (NBO) charge in e.
Cartesian coordinates (Å):
1 C 0.98180 0.35242 -0.47380  -0.279
2 C 0.47188 -0.36989 -1.50706  -0.014
3 C -1.22750 -0.63053 -0.09076  0.200
4 C 0.10203 0.36785 0.67719  -0.455
5 N -0.75519 -0.92022 -1.23894  -0.418
6 O -0.80437 0.83522 3.11840  -0.857
7 S 0.30064 1.10137 2.11667  1.183
8 H 1.92262 0.78121 -0.58689  0.228
9 H 1.10079 -0.72878 -2.36904  0.221
10 H -2.09269 -0.78865 0.35423  0.192

Results
Orbital gap (alpha / beta) in eV: 7.51 / 7.51
HOMO (alpha / beta) in eV: -9.152 / -9.151



Which structure is the most stable? The one labeled entry C.